Record 1
Below is a structure of composition C4H16O8Y, with properties calculated with ωB97M-V with the def2-TZVPD basis set.

- calculated total energy (eV) = -21832.3606
- charge = -1
- HOMO-LUMO gap (eV) = 5.58
- energy above the lowest of the compared OMol25 structures with the same formula, charge and spin (kcal per mole) = 17.29
- LUMO energy (eV) = 2.430

Positions of all 29 atoms, in Å:
Y  1.427  -24.776  -6.351
O  -0.702  -23.913  -5.199
C  -1.406  -25.069  -4.660
C  -1.106  -26.516  -5.204
O  0.187  -26.794  -5.630
H  -2.482  -24.897  -4.644
H  -1.225  -25.162  -3.589
H  -1.819  -26.734  -5.999
H  -1.374  -27.222  -4.419
O  1.316  -22.311  -6.620
C  2.318  -21.776  -7.436
C  3.642  -22.694  -7.568
O  3.539  -24.134  -7.534
H  2.682  -20.886  -6.924
H  1.905  -21.426  -8.382
H  4.284  -22.403  -6.736
H  4.210  -22.390  -8.447
O  3.224  -26.276  -5.337
H  3.227  -26.351  -4.383
H  3.783  -26.993  -5.636
O  0.020  -24.647  -8.372
H  -0.540  -25.379  -8.632
H  -0.253  -23.924  -8.937
O  1.924  -26.551  -8.180
H  2.622  -26.381  -8.813
H  1.440  -27.289  -8.550
O  2.173  -23.942  -4.227
H  1.929  -24.303  -3.375
H  3.043  -23.567  -4.089

Atomic forces in eV per Å
Y -1.50 1.99 -0.07
O 0.33 -3.26 -0.22
C 1.39 1.10 -0.20
C 0.09 0.62 -0.39
O 1.07 1.73 -0.47
H -0.61 -0.07 -0.56
H 0.58 0.15 0.78
H -0.43 0.01 -0.66
H -0.30 -0.18 0.59
O 0.84 -1.93 -0.66
C 0.31 -1.41 1.40
C -0.73 -0.89 0.13
O -1.94 0.96 0.48
H 0.45 0.70 -0.11
H 0.07 -0.19 -0.80
H 0.16 0.24 0.54
H 0.04 0.19 -0.56
O 0.23 0.04 0.15
H -0.27 0.00 0.21
H -0.03 -0.07 -0.44
O -0.11 -0.11 -0.37
H -0.12 -0.33 0.23
H 0.12 0.58 0.32
O 0.24 -0.36 0.09
H 0.42 0.65 -0.01
H -0.35 -0.22 0.34
O 0.34 -0.22 0.45
H -0.59 -0.07 0.17
H 0.31 0.33 -0.36

Record 2
Below is an isolated molecule of C4H16OSi3, with properties calculated with ωB97M-V with the def2-TZVPD basis set.

- calculated total energy (eV) = -30086.0195
- SMILES = CCC[Si@@H](OC)[SiH2][SiH3]
- HOMO-LUMO gap (eV) = 10.16
- energy above the lowest of the compared OMol25 structures with the same formula, charge and spin (kcal per mole) = 0.00
- LUMO energy (eV) = 0.678

Positions of all 24 atoms, in Å:
C  -1.640  3.075  -0.256
C  -1.259  -3.502  0.475
C  -0.933  1.842  0.152
C  -1.472  0.581  -0.460
O  -1.333  -2.123  0.439
Si  3.511  0.296  0.159
Si  1.850  -1.022  -0.716
Si  -0.457  -0.755  0.193
H  -2.737  3.053  0.078
H  -1.262  3.910  0.332
H  -1.892  3.132  -1.320
H  -1.052  -3.816  1.544
H  -0.389  -3.938  -0.166
H  -2.237  -3.858  0.145
H  0.194  1.901  -0.052
H  -0.870  1.849  1.206
H  -1.675  0.665  -1.587
H  -2.428  0.334  -0.107
H  4.245  1.288  -0.726
H  4.780  -0.632  0.364
H  3.261  1.090  1.416
H  2.255  -2.351  -0.522
H  1.958  -0.670  -2.185
H  -0.420  -0.350  1.594

Atomic forces in eV per Å
C -3.05 0.43 0.57
C 1.61 -1.10 0.32
C 2.16 0.16 -1.09
C -0.06 0.36 -2.63
O 0.00 0.70 -0.93
Si 2.55 0.32 0.59
Si -1.75 1.68 -0.68
Si 1.19 -1.47 0.71
H 1.24 -0.41 0.22
H 0.26 0.55 -0.99
H 1.22 0.70 -0.13
H -0.35 0.05 -1.11
H -1.56 0.70 0.84
H 0.31 -0.49 0.02
H -1.20 0.21 -0.36
H -0.52 -0.54 1.39
H 0.81 -0.02 1.41
H -1.63 -0.16 0.89
H -0.84 -0.27 -0.01
H -1.31 0.58 0.16
H -0.10 -0.47 -0.30
H 0.50 -1.58 0.17
H -0.23 -0.30 0.41
H 0.75 0.39 0.53